Model one:
Here is a molecular structure, C55H49AsBrF4IrN2O3P2 from OMol25. Energies are from ωB97M-V with the def2-TZVPD basis set.

Computed properties:
Net charge: +1
Spin multiplicity: 2
HOMO-LUMO gap (spin up / spin down): 7.658 / 7.747 eV
<S²>: 0.759
LUMO (spin up / spin down): -2.07 / -2.64 eV

Cartesian coordinates (Å):
Ir 1.847 -0.401 0.744
C 0.253 -2.521 -3.011
C 0.880 -2.445 -1.651
O 0.934 -1.360 -1.049
N 1.306 -3.589 -1.111
C 1.507 -3.719 0.322
C 2.909 -3.471 0.815
C 3.722 -4.535 1.170
C 4.944 -4.293 1.776
C 5.306 -2.984 2.029
C 4.457 -1.972 1.617
N 3.294 -2.198 0.998
H -0.771 -2.882 -2.889
H 0.788 -3.213 -3.659
H 0.223 -1.536 -3.464
H 1.352 -4.409 -1.693
H 1.182 -4.714 0.619
H 0.844 -3.005 0.806
H 3.384 -5.547 0.989
H 5.589 -5.114 2.061
H 6.228 -2.737 2.535
H 4.712 -0.935 1.783
F 8.693 1.998 1.071
C 7.517 1.622 0.586
C 7.403 1.321 -0.765
F 8.470 1.421 -1.553
C 6.186 0.924 -1.290
F 6.147 0.669 -2.604
C 5.054 0.799 -0.483
P 3.409 0.310 -1.123
C 2.975 1.773 -2.126
C 3.485 2.022 -3.402
C 3.162 3.196 -4.064
C 2.336 4.136 -3.461
C 1.840 3.903 -2.188
C 2.158 2.726 -1.525
C 3.810 -1.007 -2.315
C 4.741 -1.983 -1.959
C 4.999 -3.053 -2.800
C 4.331 -3.160 -4.014
C 3.408 -2.191 -4.377
C 3.136 -1.129 -3.525
C 5.224 1.112 0.844
Br 2.902 1.209 2.184
C 6.400 1.521 1.399
F 6.518 1.806 2.703
H 4.138 1.306 -3.881
H 3.566 3.383 -5.050
H 2.090 5.053 -3.980
H 1.210 4.640 -1.706
H 1.791 2.551 -0.524
H 5.285 -1.898 -1.025
H 5.735 -3.794 -2.517
H 4.541 -3.988 -4.679
H 2.901 -2.257 -5.332
H 2.406 -0.382 -3.812
C 0.247 0.861 0.540
H 0.537 1.863 0.886
H 0.032 0.933 -0.533
C -2.323 2.042 0.540
C -3.744 2.186 1.070
As -4.811 3.331 -0.142
C -6.573 2.743 0.455
C -6.818 2.371 1.773
C -8.089 1.969 2.167
C -9.126 1.942 1.248
C -8.893 2.329 -0.066
C -7.626 2.733 -0.457
C -4.639 2.132 -1.678
C -4.015 2.609 -2.826
C -3.837 1.782 -3.931
C -4.290 0.472 -3.893
C -4.914 -0.012 -2.749
C -5.086 0.812 -1.647
P -1.358 0.723 1.340
C -1.282 1.168 3.083
C -1.546 0.304 4.144
C -1.490 0.773 5.447
C -1.157 2.095 5.705
C -0.866 2.953 4.655
C -0.932 2.493 3.350
C -2.351 -0.729 0.957
C -2.198 -1.279 -0.312
C -3.024 -2.314 -0.726
C -4.009 -2.802 0.119
C -4.178 -2.239 1.377
C -3.362 -1.199 1.792
H -1.775 2.982 0.630
H -2.325 1.769 -0.521
H -3.733 2.626 2.069
H -4.247 1.220 1.129
H -6.023 2.395 2.509
H -8.267 1.678 3.194
H -10.116 1.628 1.554
H -9.700 2.316 -0.787
H -7.456 3.036 -1.485
H -3.671 3.636 -2.863
H -3.357 2.167 -4.821
H -4.169 -0.168 -4.758
H -5.277 -1.032 -2.718
H -5.586 0.427 -0.764
H -1.756 -0.738 3.956
H -1.702 0.098 6.266
H -1.115 2.454 6.725
H -0.589 3.980 4.850
H -0.693 3.175 2.543
H -1.435 -0.898 -0.979
H -2.912 -2.730 -1.720
H -4.659 -3.603 -0.208
H -4.955 -2.606 2.035
H -3.529 -0.753 2.762
C 1.367 -2.078 4.545
O 1.897 -1.459 3.363
C 1.027 -1.242 2.363
O -0.132 -1.623 2.482
H 2.199 -2.124 5.242
H 0.996 -3.078 4.322
H 0.559 -1.477 4.955

Results of the Mulliken charge analysis, in e, for atoms 1 through 4: Ir 2.691; C -1.916; C 0.167; O -0.135

---

Model two:
Here is a molecular structure, C55H49AsBrF4IrN2O3P2 from OMol25. Energies are from ωB97M-V with the def2-TZVPD basis set.

Computed properties:
Net charge: +1
Spin multiplicity: 2
HOMO-LUMO gap (spin up / spin down): 8.207 / 7.131 eV
<S²>: 0.759
LUMO (spin up / spin down): -2.25 / -3.33 eV

Cartesian coordinates (Å):
Ir -0.185 -1.098 0.775
C -1.888 3.064 1.986
C -0.842 1.998 2.069
O -1.051 0.871 1.615
N 0.350 2.303 2.611
C 1.307 1.242 2.884
C 2.240 0.903 1.741
C 3.461 1.554 1.653
C 4.341 1.241 0.633
C 3.975 0.260 -0.270
C 2.747 -0.353 -0.117
N 1.883 -0.044 0.858
H -2.863 2.592 2.100
H -1.855 3.525 0.996
H -1.758 3.835 2.743
H 0.522 3.235 2.948
H 0.729 0.359 3.145
H 1.896 1.531 3.751
H 3.716 2.301 2.393
H 5.297 1.742 0.556
H 4.627 -0.038 -1.079
H 2.437 -1.142 -0.786
F -2.515 -1.259 7.884
C -1.871 -1.481 6.748
C -0.867 -2.442 6.707
F -0.565 -3.122 7.809
C -0.181 -2.683 5.531
F 0.788 -3.601 5.563
C -0.477 -1.979 4.361
P 0.440 -2.265 2.810
C 2.163 -1.939 3.324
C 2.473 -1.260 4.498
C 3.795 -1.001 4.835
C 4.820 -1.415 4.000
C 4.521 -2.092 2.824
C 3.202 -2.349 2.487
C 0.329 -4.082 2.657
C 1.372 -4.959 2.944
C 1.177 -6.327 2.837
C -0.061 -6.831 2.462
C -1.111 -5.963 2.203
C -0.916 -4.595 2.298
C -1.468 -1.035 4.462
Br -3.307 -1.214 2.281
C -2.179 -0.773 5.598
F -3.160 0.137 5.631
H 1.685 -0.931 5.164
H 4.020 -0.488 5.761
H 5.851 -1.219 4.267
H 5.317 -2.423 2.170
H 2.970 -2.865 1.564
H 2.332 -4.585 3.271
H 1.993 -7.002 3.062
H -0.209 -7.900 2.383
H -2.082 -6.349 1.923
H -1.740 -3.924 2.097
C -2.177 -1.649 0.747
H -2.326 -2.711 0.596
H -2.685 -1.128 -0.054
C -2.036 0.637 -1.807
C -2.133 1.186 -3.222
As -3.683 2.399 -3.425
C -3.013 3.376 -4.978
C -2.187 2.787 -5.930
C -1.760 3.511 -7.037
C -2.159 4.828 -7.204
C -2.996 5.418 -6.266
C -3.424 4.694 -5.164
C -3.115 3.690 -2.065
C -3.998 4.010 -1.039
C -3.653 4.951 -0.074
C -2.415 5.572 -0.128
C -1.517 5.244 -1.138
C -1.866 4.310 -2.102
P -0.423 -0.161 -1.430
C -0.194 -1.405 -2.735
C 1.063 -1.809 -3.179
C 1.189 -2.844 -4.094
C 0.060 -3.499 -4.563
C -1.194 -3.122 -4.107
C -1.319 -2.088 -3.195
C 0.694 1.228 -1.845
C 0.818 2.246 -0.903
C 1.583 3.371 -1.161
C 2.230 3.504 -2.381
C 2.091 2.511 -3.340
C 1.329 1.381 -3.077
H -2.845 -0.064 -1.601
H -2.120 1.441 -1.068
H -2.241 0.376 -3.943
H -1.240 1.753 -3.489
H -1.871 1.756 -5.824
H -1.118 3.041 -7.771
H -1.827 5.391 -8.065
H -3.319 6.443 -6.395
H -4.079 5.165 -4.438
H -4.973 3.537 -1.003
H -4.357 5.206 0.707
H -2.151 6.319 0.610
H -0.552 5.734 -1.188
H -1.169 4.080 -2.901
H 1.960 -1.324 -2.814
H 2.172 -3.137 -4.440
H 0.159 -4.306 -5.277
H -2.078 -3.642 -4.451
H -2.305 -1.829 -2.831
H 0.300 2.154 0.039
H 1.667 4.148 -0.411
H 2.826 4.382 -2.591
H 2.566 2.619 -4.306
H 1.208 0.642 -3.856
C 1.875 -4.399 -0.681
O 1.554 -3.113 -0.122
C 0.222 -2.802 -0.125
O -0.565 -3.548 -0.651
H 2.947 -4.522 -0.542
H 1.618 -4.425 -1.739
H 1.329 -5.181 -0.156

Results of the Mulliken charge analysis, in e, for atoms 1 through 4: Ir 4.420; C -1.239; C -0.462; O -0.866

---

Quick one: most stable of them? model two

---

Model one:
Here is a molecular structure, Cl3H2N3 from OMol25. Energies are from ωB97M-V with the def2-TZVPD basis set.

Computed properties:
HOMO-LUMO gap (spin up / spin down): 8.827 / 8.826 eV
LUMO (spin up / spin down): -0.04 / -0.04 eV

Cartesian coordinates (Å):
N 0.694 -0.190 -1.222
N 0.374 -0.680 -0.100
N -1.130 0.056 0.515
Cl 1.509 -0.173 1.202
Cl -1.233 1.765 1.084
Cl -1.500 -0.984 1.771
H 1.291 0.606 -1.260
H -0.004 -0.400 -1.991

Results of the natural (NBO) charge analysis, in e, for atoms 1 through 4: N -0.598; N -0.032; N -0.440; Cl 0.082

---

Model two:
Here is 2 unconnected molecules or ions with the total composition Cl3H2N3 from OMol25. Energies are from ωB97M-V with the def2-TZVPD basis set.

Computed properties:
SMILES: [H]/N=N\N(Cl)Cl.Cl
HOMO-LUMO gap: 8.891 eV
LUMO: -1.39 eV

Cartesian coordinates (Å):
N -0.257 0.386 0.546
N 0.785 0.651 1.111
N 0.990 1.367 2.115
Cl 1.896 -1.456 -1.970
Cl -0.322 2.200 3.106
Cl 2.556 1.548 2.765
H -1.122 0.771 0.953
H 1.046 -0.876 -1.209

Results of the natural (NBO) charge analysis, in e, for atoms 1 through 4: N -0.435; N 0.074; N -0.231; Cl -0.289

---

Quick one: most stable of them? model two

---

Model one:
Here is 2 unconnected molecules or ions with the total composition C3H10NO2 from OMol25. Energies are from ωB97M-V with the def2-TZVPD basis set.

Computed properties:
Spin multiplicity: 2
HOMO-LUMO gap (spin up / spin down): 4.707 / 7.826 eV
<S²>: 0.754
LUMO (spin up / spin down): 0.06 / 0.01 eV

Cartesian coordinates (Å):
O -1.145 -1.603 1.829
C -0.020 -0.977 1.897
C 0.311 0.015 0.844
C 1.774 0.121 0.422
N -0.497 -0.483 -0.354
H 0.879 -1.479 2.303
H 0.014 1.070 0.972
H 2.329 -0.809 0.533
H 2.308 0.798 1.098
H 1.845 0.509 -0.600
H -1.372 -0.874 0.030
H -0.052 -1.335 -0.694
H -0.621 0.173 -1.124
H -1.421 1.663 -3.011
H -2.527 1.896 -1.948
O -1.804 1.314 -2.197

Results of the natural (NBO) charge analysis, in e, for atoms 1 through 4: O -0.763; C 0.003; C -0.123; C -0.631

---

Model two:
Here is 2 unconnected molecules or ions with the total composition C3H10NO2 from OMol25. Energies are from ωB97M-V with the def2-TZVPD basis set.

Computed properties:
Spin multiplicity: 2
HOMO-LUMO gap (spin up / spin down): 3.638 / 10.422 eV
<S²>: 0.751
LUMO (spin up / spin down): 0.37 / 0.19 eV

Cartesian coordinates (Å):
C 0.629 1.051 -0.444
C 0.365 0.222 0.862
C -0.268 1.005 1.989
O -0.874 1.997 1.684
N 0.134 0.197 -1.543
H 1.718 1.429 -0.648
H -0.053 1.966 -0.352
H 1.311 -0.310 1.069
H -0.568 -0.492 0.751
H -0.284 0.487 2.988
H 0.842 -0.238 -2.100
H -0.511 0.873 -2.120
H -0.393 -0.598 -1.358
H 0.031 -2.573 0.104
H -1.449 -2.768 -0.333
O -0.629 -2.246 -0.549

Results of the natural (NBO) charge analysis, in e, for atoms 1 through 4: C -0.361; C -0.562; C 0.426; O -0.531

---

Quick one: most stable of them? model one

---

Model one:
Here is a molecular structure, C10H20N4O4 from OMol25. Energies are from ωB97M-V with the def2-TZVPD basis set.

Computed properties:
HOMO-LUMO gap: 9.073 eV
LUMO: 0.12 eV

Cartesian coordinates (Å):
C -0.724 0.287 -0.333
C 0.715 -0.271 -0.615
C -1.845 -0.575 -1.069
C -3.300 -0.288 -0.973
C -3.766 -0.332 0.579
C -5.261 -0.035 0.426
C 2.780 0.236 0.634
C 3.210 1.522 0.070
C 3.664 -0.725 -0.085
C 4.947 -0.936 0.633
H -0.672 1.885 -1.613
H -0.118 2.341 -0.322
H -0.820 0.286 0.748
H -1.722 -0.541 -2.320
H -1.858 -1.620 -0.700
H -3.995 -0.870 -1.763
H -3.296 0.937 -1.359
H -2.798 0.172 1.291
H -3.743 -1.489 0.849
H -5.640 0.818 -0.257
H -5.669 -0.854 -0.124
H -5.459 -0.789 2.231
H -6.250 0.972 2.056
H 0.638 0.628 1.219
H 3.267 0.301 1.629
H 2.870 -1.658 -0.290
H 4.322 -0.403 -1.166
H 6.676 -1.791 0.582
H 5.697 -2.854 -0.676
H 4.799 2.584 -0.472
N -1.004 1.712 -0.636
N -6.116 -0.055 1.668
N 1.351 0.057 0.581
N 5.847 -1.730 -0.035
O 1.036 -0.928 -1.672
O 2.385 2.386 -0.330
O 5.202 -0.094 1.607
O 4.650 1.718 0.009

Results of the natural (NBO) charge analysis, in e, for atoms 1 through 4: C -0.134; C 0.680; C -0.418; C -0.403

---

Model two:
Here is a single C10H20N4O4 molecule from OMol25. Energies are from ωB97M-V with the def2-TZVPD basis set.

Computed properties:
SMILES: NCCCC[C@H](NC(=O)[C@@H](N)CC(N)=O)C(=O)O
HOMO-LUMO gap: 9.971 eV
LUMO: 0.43 eV

Cartesian coordinates (Å):
C 0.086 1.674 -1.159
C -0.273 0.294 -1.646
C -0.179 2.658 -2.322
C -0.297 4.133 -1.937
C -0.394 -1.130 0.552
C -0.681 0.023 1.471
C 1.013 -1.706 0.713
C 1.188 -2.350 2.104
C 0.338 -3.554 2.414
C 0.282 -4.579 1.318
H 1.532 1.211 0.145
H 2.051 1.161 -1.323
H -0.669 1.956 -0.410
H 0.584 2.533 -3.097
H -1.173 2.367 -2.751
H 0.740 5.637 -1.109
H 1.497 4.019 -0.887
H -0.951 -1.480 -1.505
H -1.105 -1.986 0.885
H 1.331 -2.454 -0.051
H 1.771 -0.899 0.609
H 2.238 -2.639 2.157
H 1.059 -1.602 2.854
H -0.663 -3.256 2.746
H 0.643 -4.039 3.344
H 1.299 -4.832 1.012
H -0.225 -4.227 0.393
H -1.395 -5.601 2.025
H -0.433 -6.483 1.146
H -0.064 1.338 2.449
N 1.448 1.700 -0.730
N 0.768 4.645 -1.279
N -0.716 -0.744 -0.844
N -0.413 -5.745 1.848
O -0.107 -0.031 -2.808
O -1.291 4.820 -2.156
O -1.747 0.601 1.550
O 0.375 0.550 2.084

Results of the natural (NBO) charge analysis, in e, for atoms 1 through 4: C -0.158; C 0.668; C -0.494; C 0.668

---

Quick one: most stable of them? model two

---

Model one:
Here is a molecular structure, C8H8INO2 from OMol25. Energies are from ωB97M-V with the def2-TZVPD basis set.

Computed properties:
HOMO-LUMO gap: 6.237 eV
LUMO: -1.38 eV

Cartesian coordinates (Å):
C 0.278 -0.921 -3.462
C 0.393 -1.787 -2.424
C -0.016 0.411 -3.186
C 0.222 -1.416 -1.132
C -0.075 0.825 -1.911
C -0.007 -0.056 -0.827
C 0.265 0.176 4.648
C -0.261 0.336 0.486
N -0.700 1.497 1.014
O -1.257 2.374 0.343
O -0.653 1.589 2.286
I 0.229 -0.497 2.601
H 0.000 -1.458 -4.414
H 0.711 -2.878 -2.630
H -0.025 1.013 -4.084
H 0.363 -2.234 -0.427
H -0.401 1.956 -1.815
H 1.113 0.905 4.800
H -0.550 0.914 4.854
H 0.372 -0.748 5.281

Results of the natural (NBO) charge analysis, in e, for atoms 1 through 4: C -0.227; C -0.200; C -0.210; C -0.212

---

Model two:
Here is a single C8H8INO2 molecule from OMol25. Energies are from ωB97M-V with the def2-TZVPD basis set.

Computed properties:
SMILES: C[C@](I)(c1ccccc1)[N+](=O)[O-]
HOMO-LUMO gap: 9.618 eV
LUMO: 0.19 eV

Cartesian coordinates (Å):
C -1.149 2.003 -0.952
C 0.099 2.013 -1.473
C -1.593 0.993 -0.054
C 0.971 0.988 -1.058
C -0.702 -0.021 0.255
C 0.630 0.011 -0.211
C 2.081 -0.879 1.570
C 1.523 -1.067 0.286
N 0.684 -2.694 0.174
O 0.970 -3.424 -0.709
O -0.038 -2.837 1.046
I 3.117 -1.356 -1.221
H -1.693 2.813 -1.444
H 0.439 2.712 -2.190
H -2.610 1.100 0.342
H 1.910 0.890 -1.588
H -1.079 -0.728 1.016
H 2.895 -1.583 1.816
H 2.299 0.229 1.682
H 1.350 -1.217 2.331

Results of the natural (NBO) charge analysis, in e, for atoms 1 through 4: C -0.203; C -0.203; C -0.205; C -0.179

---

Quick one: most stable of them? model two

---

Model one:
Here is a single C4H5Cl molecule from OMol25. Energies are from ωB97M-V with the def2-TZVPD basis set.

Computed properties:
SMILES: C=C/C=C/Cl
HOMO-LUMO gap: 10.141 eV
LUMO: 0.96 eV

Cartesian coordinates (Å):
C 0.379 -0.291 0.183
C -0.475 0.684 -0.135
C -1.908 0.551 0.162
C -2.502 -0.620 -0.188
H 0.028 -1.137 0.729
H -0.341 1.593 -0.707
H -2.466 1.270 0.684
H -3.373 -0.949 0.235
H -2.026 -1.407 -0.653
Cl 2.071 -0.077 -0.025

Results of the natural (NBO) charge analysis, in e, for atoms 1 through 4: C -0.210; C -0.239; C -0.204; C -0.369

---

Model two:
Here is 2 unconnected molecules or ions with the total composition C4H5Cl from OMol25. Energies are from ωB97M-V with the def2-TZVPD basis set.

Computed properties:
HOMO-LUMO gap (spin up / spin down): 7.462 / 9.681 eV
LUMO (spin up / spin down): -0.53 / -0.69 eV

Cartesian coordinates (Å):
C -1.033 -2.439 -0.051
C -0.332 -1.461 0.076
C 0.415 0.877 0.756
C 0.635 -0.495 0.297
Cl 2.065 -1.248 0.795
H -1.668 -3.212 -0.177
H -0.429 0.874 1.451
H 0.318 1.660 -0.121
H 1.314 1.340 1.271
H 1.049 0.331 -2.033

Results of the natural (NBO) charge analysis, in e, for atoms 1 through 4: C -0.158; C -0.085; C -0.679; C -0.072

---

Quick one: most stable of them? model one